Entry from the Open Molecules 2025 dataset: a structure of composition C36H44BCdN9O2S4 (wB97M-V/def2-TZVPD).

```
97
Properties=species:S:1:pos:R:3:forces:R:3
Cd -0.175 -0.089 -0.106 0.0 0.0 0.0
C 3.083 2.947 -1.901 0.0 0.0 0.0
C 3.031 4.141 -0.951 0.1 0.0 0.0
C 2.715 5.374 -1.807 0.0 0.0 0.0
C 4.363 4.304 -0.225 0.0 0.0 0.0
N 1.957 4.018 0.088 0.0 0.1 0.0
C 1.393 5.151 0.657 0.0 -0.1 -0.1
C 0.393 4.745 1.455 0.0 0.0 0.0
N 0.350 3.372 1.418 0.0 0.0 0.1
B -0.818 2.590 2.068 0.0 0.1 -0.1
N -0.184 1.515 3.055 0.0 -0.1 0.0
C 0.577 2.089 4.055 0.0 0.0 0.0
C 1.208 1.116 4.728 0.0 0.0 0.1
N 0.835 -0.087 4.157 -0.1 0.0 -0.1
C -0.029 0.172 3.133 0.0 0.2 0.0
S -0.832 -1.027 2.189 0.1 0.0 0.1
C 1.399 -1.410 4.568 0.0 0.0 0.0
C 2.176 -2.017 3.398 0.0 0.0 0.0
C 0.288 -2.331 5.071 0.0 0.0 0.0
C 2.377 -1.180 5.719 0.0 0.0 0.0
N -1.800 2.049 1.002 0.0 -0.1 0.0
C -2.854 1.227 1.374 -0.1 0.0 0.0
C -3.606 0.988 0.295 0.0 0.0 0.0
N -3.053 1.699 -0.770 -0.1 0.0 0.1
C -1.972 2.399 -0.313 0.0 0.1 -0.1
S -1.099 3.510 -1.234 -0.1 0.0 0.0
C -3.703 1.800 -2.103 0.0 -0.1 0.0
C -4.375 3.167 -2.234 0.0 0.0 0.0
C -1.431 0.683 -3.087 0.0 0.0 0.0
C -4.787 0.721 -2.165 0.0 -0.1 0.0
C 1.324 2.937 0.598 0.0 0.0 0.0
S 1.811 1.288 0.421 0.1 0.0 0.0
H 3.738 3.224 -2.728 0.0 0.0 0.0
H 2.094 2.723 -2.304 0.0 0.0 0.0
H 3.479 2.054 -1.433 0.0 0.0 0.0
H 3.417 5.404 -2.639 0.0 0.0 0.0
H 2.820 6.312 -1.265 0.0 0.0 0.0
H 1.703 5.308 -2.209 0.0 0.0 0.0
H 5.167 4.431 -0.951 0.0 0.0 0.0
H 4.577 3.420 0.377 0.0 0.0 0.0
H 4.350 5.177 0.430 0.0 0.0 0.0
H 1.731 6.142 0.429 0.0 0.0 0.0
H -0.321 5.310 2.026 0.0 0.0 0.0
H -1.400 3.372 2.780 0.0 0.0 0.0
H 0.605 3.154 4.194 0.0 0.0 0.0
H 1.875 1.184 5.565 0.0 0.0 0.0
H 1.529 -2.214 2.548 0.0 0.0 0.0
H 2.627 -2.959 3.718 0.0 0.0 0.0
H 2.970 -1.337 3.083 0.0 0.0 0.0
H -0.421 -2.573 4.287 0.0 0.0 0.0
H -0.246 -1.861 5.899 0.0 0.0 0.0
H 0.735 -3.258 5.434 0.0 0.0 0.0
H 3.213 -0.545 5.423 0.0 0.0 0.0
H 2.783 -2.148 6.010 0.0 0.0 0.0
H 1.886 -0.750 6.592 0.0 0.0 0.0
H -2.943 0.835 2.369 0.0 0.0 0.0
H -4.441 0.327 0.197 0.0 0.0 0.0
H -3.652 3.972 -2.125 0.0 0.0 0.0
H -5.140 3.259 -1.462 0.0 0.0 0.0
H -4.857 3.255 -3.210 0.0 0.0 0.0
H -0.790 1.206 -2.366 0.0 0.0 0.0
H -0.906 0.656 -4.045 0.0 0.0 0.0
H -1.026 -1.275 -3.055 0.0 0.0 0.0
H -5.528 0.895 -1.388 0.0 0.0 0.0
H -4.355 -0.277 -2.064 0.0 0.0 0.0
H -5.310 0.783 -3.115 0.0 0.0 0.0
O -1.765 -0.809 -1.287 -0.1 -0.1 -0.1
N -1.751 -0.661 -2.691 0.0 0.0 0.0
C -2.697 1.568 -3.328 -0.1 0.0 -0.1
C -2.237 2.827 -3.961 0.3 0.0 0.2
N -1.816 3.721 -4.545 -0.2 0.0 -0.1
C -3.420 0.889 -4.433 0.0 0.0 0.0
N -3.925 0.366 -5.320 0.0 0.0 0.0
O 0.943 -2.144 -0.613 0.0 -0.1 0.0
S -0.089 -3.241 -0.437 0.1 0.0 0.0
C 0.868 -4.656 0.113 0.0 0.1 0.1
C 0.265 -5.904 0.226 0.0 0.1 0.0
C 0.990 -6.959 0.751 0.1 0.0 0.0
C 2.305 -6.764 1.164 -0.1 0.0 0.0
C 2.893 -5.516 1.046 0.0 0.1 0.0
C 2.173 -4.448 0.522 0.0 0.0 0.0
C -0.521 -3.827 -2.062 0.0 0.0 0.0
C 0.450 -4.298 -2.940 0.0 0.0 0.0
C 0.070 -4.687 -4.211 0.0 0.0 0.0
C -1.267 -4.605 -4.592 0.0 0.0 0.0
C -2.225 -4.128 -3.712 0.0 0.0 0.0
C -1.852 -3.730 -2.433 0.0 0.0 0.0
H -0.755 -6.052 -0.107 0.0 0.0 0.0
H 0.533 -7.936 0.836 0.0 0.0 0.0
H 2.867 -7.592 1.576 0.0 0.0 0.0
H 3.917 -5.365 1.362 0.0 0.0 0.0
H 2.608 -3.464 0.410 0.0 0.0 0.0
H 1.485 -4.353 -2.624 0.0 0.0 0.0
H 0.811 -5.055 -4.908 0.0 0.0 0.0
H -1.558 -4.905 -5.590 0.0 0.0 0.0
H -3.257 -4.042 -4.023 0.0 0.0 0.0
H -2.567 -3.298 -1.744 0.0 0.0 0.0
```
Forces are in eV/Å.

The value obtained for the energy above the lowest of the compared OMol25 structures with the same formula, charge and spin is 1.350 eV. As for the total energy: -104136.013 eV. The max |F| is 0.34 eV Å⁻¹. The net charge is 0. The calculation puts the frontier orbital gap at 7.60 eV. As for the spin multiplicity: 1.

Entry from the Open Molecules 2025 dataset: a structure of composition C36H44CdNO6P (wB97M-V/def2-TZVPD).

```
89
Properties=species:S:1:pos:R:3:forces:R:3
Cd -1.511 -0.256 -0.357 0.1 0.0 0.2
C -3.845 -2.375 0.496 -0.1 0.0 -0.1
C -3.531 -1.979 1.923 0.0 0.0 0.0
O -2.266 -1.353 1.947 0.0 -0.1 0.1
C -2.042 -0.643 3.151 0.0 0.0 0.0
C -0.813 0.226 2.979 0.0 0.0 0.0
O -0.857 1.005 1.797 0.0 0.0 0.0
C -1.549 2.239 1.816 0.0 0.0 0.1
C -3.059 2.093 1.653 0.0 0.0 0.0
O -3.283 1.056 0.727 0.1 0.0 0.0
C -4.637 0.756 0.464 0.0 0.1 0.0
C -4.672 -0.333 -0.597 0.0 -0.1 0.0
O -3.653 -1.323 -0.436 0.0 0.0 -0.1
H -4.871 -2.752 0.431 0.0 0.0 0.0
H -3.164 -3.165 0.176 0.0 0.0 0.0
H -3.531 -2.881 2.549 0.0 0.0 0.0
H -4.288 -1.297 2.325 0.0 0.0 0.0
H -1.878 -1.339 3.984 0.0 0.0 0.0
H -2.932 -0.047 3.386 0.0 0.0 0.0
H 0.064 -0.411 2.862 0.0 0.0 0.0
H -0.679 0.865 3.859 0.0 0.0 0.0
H -1.147 2.800 0.971 0.0 0.0 0.0
H -1.320 2.795 2.732 0.0 0.0 0.0
H -3.473 3.036 1.275 0.0 0.0 0.0
H -3.558 1.856 2.601 0.0 0.0 0.0
H -5.151 1.635 0.061 0.0 0.0 0.0
H -5.127 0.458 1.400 0.0 0.0 0.0
H -4.456 0.118 -1.563 0.0 0.0 0.0
H -5.656 -0.811 -0.619 0.0 0.0 0.0
O -3.477 2.615 -1.870 0.0 0.0 0.1
C -2.448 2.035 -2.212 0.0 -0.1 -0.2
O -2.258 0.764 -2.217 -0.1 0.1 0.1
C -1.291 2.864 -2.755 0.0 0.0 0.1
C -1.601 3.888 -3.642 0.0 0.1 0.0
C -0.602 4.653 -4.224 -0.1 0.0 0.0
C 0.726 4.418 -3.898 0.0 0.0 0.0
C 1.041 3.424 -2.985 0.1 0.0 0.0
C 0.047 2.633 -2.409 0.1 0.0 0.0
P 0.460 1.369 -1.165 -0.1 -0.1 0.0
C 1.709 2.097 -0.063 0.0 -0.1 0.0
C 2.482 1.205 0.685 0.0 0.0 0.0
C 3.350 1.674 1.657 0.0 0.0 0.0
C 3.452 3.038 1.905 0.0 0.0 0.0
C 2.677 3.927 1.177 0.0 0.0 0.0
C 1.807 3.461 0.199 0.0 0.0 0.0
C 1.375 0.069 -2.051 0.1 0.0 -0.1
C 0.482 -0.893 -2.903 0.1 0.1 -0.1
C 0.982 -1.206 -4.256 0.0 0.0 0.0
C 2.183 -0.818 -4.695 0.0 0.1 0.1
C 3.046 0.029 -3.877 0.0 -0.1 -0.1
C 2.655 0.461 -2.674 0.0 0.0 0.0
H -2.643 4.072 -3.867 0.0 0.0 0.0
H -0.859 5.432 -4.930 0.0 0.0 0.0
H 1.514 5.008 -4.348 0.0 0.0 0.0
H 2.077 3.260 -2.714 0.0 0.0 0.0
H 2.389 0.136 0.521 0.0 0.0 0.0
H 3.943 0.969 2.227 0.0 0.0 0.0
H 4.133 3.404 2.663 0.0 0.0 0.0
H 2.750 4.991 1.365 0.0 0.0 0.0
H 1.207 4.166 -0.363 0.0 0.0 0.0
H -0.587 -0.714 -2.855 0.0 0.0 0.0
H 0.303 -1.721 -4.926 0.0 0.0 0.0
H 2.496 -1.065 -5.701 0.0 0.0 0.0
H 3.994 0.358 -4.285 0.0 0.0 0.0
H 3.277 1.163 -2.128 0.0 0.0 0.0
C 2.883 -1.865 3.433 0.0 0.0 0.0
C 1.931 -2.897 2.815 0.0 0.0 -0.1
C 0.860 -3.276 3.845 0.0 0.0 0.0
C 2.732 -4.150 2.433 0.0 0.0 0.0
C 1.279 -2.345 1.612 0.0 0.0 0.1
C 0.734 -2.027 0.576 0.0 0.1 0.0
H 3.359 -2.265 4.333 0.0 0.0 0.0
H 2.346 -0.953 3.703 0.0 0.0 0.0
H 3.665 -1.595 2.721 0.0 0.0 0.0
H 1.322 -3.717 4.732 0.0 0.0 0.0
H 0.157 -3.995 3.422 0.0 0.0 0.0
H 0.298 -2.394 4.159 0.0 0.0 0.0
H 3.240 -4.562 3.309 0.0 0.0 0.0
H 3.483 -3.907 1.680 0.0 0.0 0.0
H 2.073 -4.913 2.018 0.0 0.0 0.0
C 1.731 -3.818 -1.926 0.0 -0.1 0.0
C 2.234 -2.393 -1.727 0.1 0.0 0.0
C 1.093 -1.409 -1.649 -0.2 0.0 0.2
N 0.148 -1.665 -0.568 0.1 0.0 -0.1
H 2.564 -4.508 -2.064 0.0 0.0 0.0
H 1.096 -3.880 -2.813 0.0 0.0 0.0
H 1.146 -4.154 -1.070 0.0 0.0 0.0
H 2.896 -2.118 -2.544 0.0 0.0 0.0
H 2.821 -2.327 -0.808 0.0 0.0 0.0
```
Forces are in eV/Å.

The value obtained for the energy above the lowest of the compared OMol25 structures with the same formula, charge and spin is 0.766 eV. As for the total energy: -65671.460 eV. The max |F| is 0.26 eV Å⁻¹. The net charge is 0. The calculation puts the frontier orbital gap at 7.06 eV. As for the spin multiplicity: 1.